[1]
Molecular formula: C5H9N6O2S
Method: DFT, the ωB97M-V functional and the def2-TZVPD basis

* energy above the lowest of the compared OMol25 structures with the same formula, charge and spin: 0.189 eV
* lowest unoccupied orbital energy: -0.23748 hartree
* net charge: +1
* energy: -1072.6450 a.u.
* orbital gap: 0.1765 Eh

Positions of all 23 atoms, in Å:
C -1.69749 0.08037 0.21318
C -0.68503 -0.81808 0.61001
C -1.77934 1.51517 0.31762
C 3.35348 -2.86283 0.00973
C 1.46899 -1.07225 1.18576
N -2.61391 -0.59673 -0.41488
N -1.04650 -2.04126 0.33408
N 0.94943 0.26300 -1.57840
N -2.49497 2.14307 -0.62074
N 0.41811 -0.47065 1.25863
N -1.10316 2.04140 1.25373
O -2.21633 -1.87713 -0.32787
O -1.30451 3.30302 1.49433
S 1.78478 -2.54176 -0.09258
H 3.89256 -2.28195 0.66596
H 3.84029 -3.48615 -0.67206
H 2.29848 -0.65043 1.68233
H 0.53066 1.16861 -1.93554
H -2.83765 1.59782 -1.33025
H -2.58739 3.14155 -0.57485
H 1.96130 0.38505 -1.56132
H 0.71015 -0.44796 -2.23903
H -0.84194 3.50812 2.32215

---

[2]
Molecular formula: C6H13N
Method: DFT, the ωB97M-V functional and the def2-TZVPD basis

* energy above the lowest of the compared OMol25 structures with the same formula, charge and spin: 0.458 eV
* lowest unoccupied orbital energy: 0.03958 hartree
* SMILES: C=C(C)C[C@@H](C)N
* net charge: 0
* energy: -291.1419 a.u.
* orbital gap: 0.3704 Eh

Positions of all 20 atoms, in Å:
C 0.66360 1.48785 1.98076
C 0.28682 1.04678 0.58582
C 0.20278 -0.47389 0.48510
C -0.65171 -0.99539 -0.65079
C -0.91346 -0.27966 -1.73587
C -1.15415 -2.40593 -0.52487
N 1.19057 1.63103 -0.41666
H 1.68395 1.18782 2.23990
H -0.02390 0.98783 2.67251
H 0.60411 2.56325 2.10729
H -0.72507 1.41119 0.37956
H -0.24944 -0.87826 1.40133
H 1.21334 -0.91602 0.47522
H -0.56314 0.73024 -1.88519
H -1.56393 -0.68788 -2.50312
H -2.06453 -2.54274 -1.10617
H -0.39046 -3.13203 -0.78250
H -1.44820 -2.63637 0.49891
H 1.90750 2.17968 0.03484
H 1.57481 0.95898 -1.06185

---

[3]
Molecular formula: C18H18ClF5N2NiOS2Se4Te
Method: DFT, the ωB97M-V functional and the def2-TZVPD basis

* energy above the lowest of the compared OMol25 structures with the same formula, charge and spin: 0.461 eV
* 2S+1: 3
* lowest unoccupied orbital energy (spin up / spin down): 0.15594 / 0.15580 hartree
* ⟨S²⟩: 2.017
* net charge: -2
* energy: -14019.5252 a.u.
* orbital gap (spin up / spin down): 0.2015 / 0.2121 Eh

Positions of all 53 atoms, in Å:
Ni 1.51167 -0.30238 0.74789
Se 3.47783 1.27818 1.04866
Se 4.14053 0.23164 3.01363
Te 1.74956 -0.59367 3.27844
Se 1.90832 -2.72055 4.50904
N 0.78480 -3.40185 -0.79391
C 1.53121 -3.22765 0.31248
N 1.17457 -3.90586 1.40085
S 2.98872 -2.31437 0.30073
H -0.13894 -3.78640 -0.64508
H 0.80360 -2.65150 -1.47269
H 0.20422 -4.16504 1.52713
H 1.68451 -3.70498 2.26156
F -5.10007 5.51876 -0.24939
C -3.92597 4.93077 0.03996
C -3.57594 4.66512 1.34377
F -4.43465 4.99201 2.32398
C -2.36175 4.07463 1.63529
F -2.10428 3.85174 2.92524
C -1.41975 3.72677 0.65515
Se 0.26319 2.97640 1.06928
C -1.83558 4.00225 -0.65235
F -1.04062 3.70488 -1.68919
C -3.04791 4.58730 -0.96036
F -3.38605 4.83852 -2.23790
Cl -2.19063 -1.94578 -1.49384
C -2.01559 -2.55713 0.13505
C -2.56024 -3.81284 0.39005
C -2.49834 -4.36059 1.66318
C -1.91513 -3.60391 2.67799
C -1.38229 -2.35703 2.40649
C -1.36107 -1.78206 1.11528
C -0.66933 -0.51716 0.88322
H -3.02558 -4.35455 -0.42564
H -2.92064 -5.34089 1.86042
H -1.86345 -3.98891 3.69219
H -0.93420 -1.79526 3.21757
H -0.78338 0.16394 1.71236
H -0.96269 -0.03442 -0.03659
O 0.66985 -0.59896 -2.34745
S 1.64442 0.16885 -1.48676
C 3.23945 -0.16012 -2.29405
C 3.15406 0.67247 -3.56670
C 2.76589 2.06963 -3.07707
C 1.60616 1.88594 -2.08759
H 3.29399 -1.23174 -2.44163
H 4.03944 0.16243 -1.62746
H 2.36130 0.26594 -4.19991
H 4.08597 0.66778 -4.13501
H 2.48354 2.72885 -3.90075
H 3.61522 2.52082 -2.56442
H 0.62177 1.98274 -2.53987
H 1.65028 2.54724 -1.22127

---

[4]
Molecular formula: C35H43FN3O7PtSi3
Method: DFT, the ωB97M-V functional and the def2-TZVPD basis

* 2S+1: 3
* lowest unoccupied orbital energy (spin up / spin down): 0.04767 / 0.01938 hartree
* ⟨S²⟩: 2.028
* net charge: -1
* energy: -3138.2427 a.u.
* orbital gap (spin up / spin down): 0.0975 / 0.2038 Eh

Positions of all 93 atoms, in Å:
Pt -0.62995 -0.55758 -0.83470
C 5.35095 4.04792 0.51320
C 5.14825 3.56722 -0.92590
C 6.44995 3.17092 -1.62160
C 7.07065 1.95602 -0.94800
C 6.05485 0.85362 -0.87990
C 6.47705 -0.46988 -0.81870
C 5.53835 -1.48288 -0.81130
F 5.97435 -2.76868 -0.75770
C 4.19055 -1.22968 -0.88550
C 3.74125 0.09862 -0.93730
C 2.31515 0.35402 -1.04510
O 1.55025 -0.62338 -1.26990
C 1.92605 1.73062 -0.97920
C 2.89455 2.68902 -0.93840
N 4.22695 2.44432 -0.95600
C 4.68525 1.14662 -0.91390
C 0.49835 2.24682 -0.94100
O 0.32515 3.45152 -1.11250
O -0.47505 1.45272 -0.72770
H 6.06885 4.86432 0.54000
H 5.70465 3.24032 1.14810
H 4.40515 4.40102 0.91650
H 4.68295 4.38082 -1.49850
H 7.14345 4.01162 -1.61480
H 6.22065 2.92142 -2.66050
H 7.42055 2.21642 0.05460
H 7.93975 1.61572 -1.51550
H 7.52845 -0.70668 -0.77510
H 3.47075 -2.02968 -0.89430
H 2.58535 3.72472 -0.92670
C -2.32765 -1.82008 -3.78710
Si -2.69045 -0.16478 -2.86590
C -1.43015 1.04692 -3.65140
C -4.42805 0.37212 -3.49520
C -2.70265 -0.31978 -0.95370
Si -3.29275 1.24692 -0.02180
C -5.18735 0.97972 0.23320
C -2.51935 1.43182 1.70740
C -3.16925 2.91812 -0.94490
Si -3.39505 -1.95928 -0.32880
C -3.73935 -2.31328 1.51840
C -4.97445 -2.56358 -1.22660
C -1.96465 -3.13998 -0.75750
C -2.04675 -4.52198 -0.76480
C -0.93215 -5.29798 -1.03970
C 0.26655 -4.63858 -1.29750
C 0.29265 -3.26328 -1.25880
N -0.79165 -2.52128 -1.00210
H -2.53185 -1.69968 -4.84660
H -2.93225 -2.64378 -3.42770
H -1.28675 -2.11138 -3.68620
H -1.58225 1.13012 -4.72420
H -0.41205 0.69932 -3.49290
H -1.50285 2.03862 -3.22270
H -4.44665 0.41262 -4.57990
H -4.70115 1.35352 -3.12560
H -5.20085 -0.31818 -3.17830
H -5.39845 0.06772 0.77920
H -5.71895 0.92372 -0.71060
H -5.60805 1.80442 0.79750
H -2.75125 0.60092 2.36150
H -2.85075 2.34572 2.19030
H -1.44275 1.48762 1.62140
H -3.61385 2.88662 -1.93390
H -2.13435 3.21952 -1.05290
H -3.67675 3.69342 -0.37730
H -4.18565 -1.47138 2.03180
H -2.81775 -2.56168 2.02970
H -4.40935 -3.16188 1.62310
H -5.79795 -1.90308 -0.98840
H -5.24535 -3.56098 -0.90080
H -4.86775 -2.58058 -2.30330
H -2.99845 -4.98288 -0.54470
H -0.98895 -6.37648 -1.05170
H 1.16855 -5.18978 -1.51990
H 1.20925 -2.72058 -1.44000
O 1.39985 0.43562 1.78300
C 0.49535 -0.31188 2.13360
O -0.23915 -1.04408 1.40070
C 0.13785 -0.41968 3.60840
C -0.95115 -1.20958 3.97970
C -1.36115 -1.27578 5.28730
C -0.67535 -0.54748 6.26450
C 0.43205 0.23192 5.90470
C 0.82785 0.29642 4.58670
N -1.11575 -0.58718 7.59590
O -0.49575 0.06872 8.44910
O -2.11385 -1.27568 7.87040
H -1.46505 -1.75178 3.20460
H -2.21115 -1.86988 5.58730
H 0.94465 0.77972 6.68100
H 1.66535 0.90952 4.29040

---

[5]
Molecular formula: C30H44N10O16
Method: DFT, the ωB97M-V functional and the def2-TZVPD basis

* energy above the lowest of the compared OMol25 structures with the same formula, charge and spin: 0.000 eV
* lowest unoccupied orbital energy: 0.13265 hartree
* net charge: -2
* energy: -2921.2397 a.u.
* orbital gap: 0.2656 Eh

Positions of all 100 atoms, in Å:
C -12.98178 -4.06699 -15.40842
O -13.47187 -3.00307 -15.66026
O -11.94734 -4.46185 -15.93981
O -13.49875 -4.89213 -14.63997
C -14.67886 -9.04371 -15.40756
C -15.91270 -9.41344 -15.91204
C -16.51254 -8.78404 -17.02116
C -15.90527 -7.66258 -17.50654
C -14.67778 -7.22208 -17.00244
C -14.10658 -7.86362 -15.93768
O -12.94486 -7.32664 -15.45405
O -17.69020 -9.32670 -17.45235
H -14.27314 -9.64094 -14.60436
H -16.17958 -10.31881 -15.38718
H -16.20091 -7.11128 -18.38692
H -14.26559 -6.26194 -17.27563
H -13.00699 -6.38816 -15.26173
H -17.79377 -9.92854 -16.71162
C -12.81850 -4.24224 -11.33928
C -13.07533 -3.69445 -10.07234
C -12.16695 -3.95635 -9.10887
C -11.11673 -4.88279 -9.29676
C -11.04248 -5.53818 -10.51940
C -11.83820 -5.18650 -11.56644
O -11.70097 -5.74818 -12.78676
O -12.10644 -3.25948 -7.93047
H -13.35002 -3.86893 -12.20214
H -13.75654 -2.85640 -10.07278
H -10.47982 -5.03247 -8.43750
H -10.25776 -6.27703 -10.58810
H -12.27582 -5.33714 -13.43653
H -12.94117 -3.16601 -7.46561
C -15.03245 0.17435 -16.19341
C -15.61247 1.33504 -15.69230
C -15.33782 2.56130 -16.33584
C -14.34501 2.64753 -17.28937
C -13.72342 1.48517 -17.76649
C -14.06153 0.27121 -17.21386
O -13.38784 -0.88355 -17.57138
O -15.81772 3.73143 -15.78911
H -15.22390 -0.85873 -15.94342
H -16.40644 1.40287 -14.96333
H -14.11353 3.54814 -17.83868
H -13.05063 1.43110 -18.60959
H -13.33814 -1.50138 -16.83830
H -15.62965 4.53010 -16.28745
C -16.81933 -3.20580 -12.20995
C -17.00580 -2.77741 -10.89238
C -16.27064 -1.69624 -10.46024
C -15.48540 -0.94267 -11.31820
C -15.43523 -1.38319 -12.64308
C -16.06307 -2.48172 -13.05007
O -15.91287 -2.85702 -14.34376
O -16.34220 -1.38096 -9.16050
H -17.31195 -4.12871 -12.47817
H -17.53058 -3.33335 -10.12952
H -14.91521 -0.05609 -11.08308
H -14.86071 -0.74737 -13.30038
H -15.00416 -2.89824 -14.65059
H -16.10587 -0.45057 -9.14886
C -9.55612 -1.99461 -16.86071
O -8.61416 -1.24366 -16.77920
N -9.43875 -3.16563 -17.28084
N -10.76398 -1.68995 -16.42534
H -8.57211 -3.55008 -17.62902
H -10.32650 -3.62685 -17.41962
H -10.74705 -0.88162 -15.82001
H -11.39093 -2.47815 -16.34930
C -16.20589 -6.95748 -13.02019
O -16.80944 -7.90562 -12.59288
N -15.01005 -6.49355 -12.66995
N -16.74278 -6.15521 -13.92446
H -14.47916 -7.14644 -12.11140
H -14.50129 -5.84704 -13.25586
H -16.06243 -5.47772 -14.23788
H -17.63548 -6.44200 -14.29987
C -16.44507 -4.16158 -18.02194
O -17.01218 -4.37265 -19.08076
N -17.06861 -4.23773 -16.88609
N -15.18682 -3.85725 -17.93080
H -17.96119 -4.70988 -16.90781
H -16.53683 -4.14644 -16.03229
H -14.67829 -3.69077 -18.78740
H -14.69267 -3.75249 -17.05619
C -11.14416 -1.17400 -12.95857
O -10.50445 -0.51771 -12.14076
N -12.09016 -0.76761 -13.69761
N -10.95132 -2.40478 -13.24164
H -12.37973 0.19999 -13.69981
H -12.61274 -1.30783 -14.37227
H -10.16096 -2.75844 -12.72169
H -11.38786 -2.73384 -14.09091
C -11.58915 -4.42162 -19.40830
O -11.17643 -4.47787 -20.51790
N -12.11386 -3.44028 -18.81562
N -11.56591 -5.45942 -18.58731
H -12.54246 -3.60321 -17.91570
H -12.31445 -2.68983 -19.46113
H -11.83145 -5.27943 -17.62961
H -11.40717 -6.40138 -18.91534

---

[6]
Molecular formula: C32H34N4O2PdSSi
Method: DFT, the ωB97M-V functional and the def2-TZVPD basis

* 2S+1: 3
* lowest unoccupied orbital energy (spin up / spin down): 0.00242 / -0.03517 hartree
* ⟨S²⟩: 2.007
* net charge: 0
* energy: -2424.8727 a.u.
* orbital gap (spin up / spin down): 0.2692 / 0.2586 Eh

Positions of all 75 atoms, in Å:
Pd 0.53150 1.09389 -1.24200
O 0.06763 2.42592 -5.23070
C 0.16289 2.36842 -4.01363
O -0.35844 1.52196 -3.22020
C 0.97256 3.44765 -3.30528
C 1.35459 4.59898 -3.98129
C 2.01121 5.59474 -3.28519
C 2.26930 5.40477 -1.93415
C 1.88343 4.21286 -1.34979
N 1.25544 3.24222 -2.01763
H 1.11025 4.67305 -5.03104
H 2.31321 6.50896 -3.77984
H 2.75724 6.16354 -1.33825
H 2.07476 4.03878 -0.29860
C 0.50109 -0.86168 -2.14641
Si -0.48874 -2.02982 -1.11384
C 0.54640 -2.39946 0.41965
N 0.74426 -1.17820 1.20425
C 2.02983 -1.14203 1.89659
C 2.12328 -2.12067 3.06722
C 0.89535 -1.97621 3.99387
C 0.02892 -0.78916 3.57704
C -0.39265 -0.92878 2.11877
C -2.15401 -1.31029 -0.64275
C -2.56724 -0.05063 -1.08416
C -3.78947 0.48517 -0.69245
C -4.62864 -0.23816 0.14186
C -4.24661 -1.50233 0.57530
C -3.02573 -2.02865 0.18255
C -0.74933 -3.67338 -1.99025
C 0.38033 -4.41447 -2.35612
C 0.26636 -5.64260 -2.98953
C -0.99092 -6.15781 -3.27522
C -2.12394 -5.43521 -2.93372
C -2.00160 -4.20447 -2.30098
H 0.08042 -0.66513 -3.12985
H 1.55861 -1.12559 -2.23324
H 1.51637 -2.74622 0.04717
H 0.13420 -3.22442 1.02313
H 2.19803 -0.12579 2.26120
H 2.81417 -1.33924 1.16317
H 3.05099 -1.93119 3.61255
H 2.19156 -3.14014 2.68255
H 1.20771 -1.86852 5.03361
H 0.28419 -2.88146 3.94492
H 0.56462 0.15109 3.73714
H -0.87279 -0.73809 4.19082
H -0.95059 -0.04940 1.79630
H -1.08839 -1.77056 2.05160
H -1.94824 0.51744 -1.77454
H -4.08972 1.46139 -1.05270
H -5.58441 0.17276 0.44204
H -4.90232 -2.07700 1.21774
H -2.73890 -3.01257 0.54228
H 1.37144 -4.02303 -2.14911
H 1.15546 -6.19542 -3.26589
H -1.08577 -7.11719 -3.76788
H -3.10655 -5.82778 -3.16377
H -2.89897 -3.64720 -2.05825
N 3.43174 1.63658 0.02880
C 2.47272 2.07438 0.86758
N 1.19752 1.97883 0.63387
C 0.45152 2.50362 1.68513
C -0.93644 2.58250 1.72356
C -1.53522 3.13060 2.84225
C -0.77136 3.60641 3.91108
C 0.61104 3.55118 3.87257
C 1.20748 2.99955 2.74732
S 2.90482 2.80272 2.39504
H 3.14785 1.37111 -0.90460
H 4.38545 1.91654 0.17014
H -1.51979 2.20883 0.89007
H -2.61431 3.19162 2.89013
H -1.26325 4.02921 4.77637
H 1.20659 3.92271 4.69561

---

[7]
Molecular formula: C10H17CrN4O4
Method: DFT, the ωB97M-V functional and the def2-TZVPD basis

* lowest unoccupied orbital energy (spin up / spin down): -0.48432 / -0.48315 hartree
* net charge: +3
* energy: -1954.4698 a.u.
* orbital gap (spin up / spin down): 0.2111 / 0.2122 Eh

Positions of all 36 atoms, in Å:
Cr -0.49446 -1.21272 -2.37946
C -0.26777 2.29458 2.58021
C -0.44011 0.87841 3.07840
N -0.51723 -0.27587 2.34204
C -0.29852 -1.24188 3.31327
C -0.17621 -0.86656 4.59850
N -0.25265 0.53351 4.42871
C 0.07455 -1.40311 5.90820
O 0.47865 -2.66092 5.94906
O 0.03917 -0.79163 6.91870
C -0.33796 -2.56247 2.77277
O -0.40801 -3.55118 2.33881
O -1.84134 -1.40245 -1.63503
H -0.30574 2.17823 1.45384
H 0.70300 2.63829 2.97795
H -0.99845 3.04594 2.78491
H -0.01875 1.05485 5.34737
H 0.21146 -3.23699 6.72066
N -0.85440 -0.14532 -4.21514
C -0.04487 0.99177 -4.73131
C 0.34247 2.12439 -3.72164
C 1.19405 1.60681 -2.55147
N 0.62930 0.34176 -1.85134
H -1.01655 -0.79879 -4.98315
H -1.78186 0.16253 -3.94957
H -0.64693 1.46446 -5.49087
H 0.81902 0.63284 -5.31433
H -0.56305 2.56569 -3.25022
H 0.83184 2.90961 -4.28150
H 1.44649 2.26691 -1.72093
H 2.14243 1.19165 -2.98801
H 0.14374 0.70248 -1.01786
H 1.52423 -0.04777 -1.59073
C -0.00028 -2.86651 -2.59742
H 1.05530 -2.68227 -2.97667
H -0.37058 -3.83831 -2.26674

---

[8]
Molecular formula: C6H9NO
Method: DFT, the ωB97M-V functional and the def2-TZVPD basis

* energy above the lowest of the compared OMol25 structures with the same formula, charge and spin: 4.508 eV
* lowest unoccupied orbital energy: 0.00641 hartree
* SMILES: [H]/N=C(/C)O.C=C=C=C
* net charge: 0
* energy: -363.8586 a.u.
* orbital gap: 0.3381 Eh

Positions of all 17 atoms, in Å:
C -2.07308 -0.13900 0.92018
C 2.06424 -0.00447 -0.38437
C 1.17593 -0.69840 0.24949
C -1.33278 0.77735 -0.01849
C 3.21875 0.44209 -0.80369
C 0.63977 -1.85318 0.58492
O -1.12916 0.23697 -1.32523
N -1.57098 2.02155 0.14296
H -1.14174 0.95093 -1.97897
H -1.28390 2.63955 -0.61355
H -2.91328 0.37484 1.37763
H -1.36696 -0.41214 1.70494
H -2.37890 -1.07087 0.44954
H 3.34266 0.94871 -1.74890
H 4.11782 0.31500 -0.21478
H 1.03362 -2.53064 1.32809
H -0.40201 -1.99829 0.33022